Here is a molecular structure, C26H34N3OPW from OMol25. Energies are from ωB97M-V/def2-TZVPD.

As for the total charge: +2. Its max |F| is 0.0167 hartree/bohr. The calculation puts the energy above the lowest of the compared OMol25 structures with the same formula, charge and spin at 0.666 eV. As for the lowest unoccupied orbital energy (alpha / beta): -6.291 / -6.365 eV. The HOMO-LUMO gap (alpha / beta) is 6.864 / 6.997 eV. Its energy is -45131.187 eV.

Atoms and positions in Å:
H  -1.774  -0.877  2.699
H  6.055  0.898  -0.994
H  4.507  0.978  -2.976
C  4.470  0.494  0.370
C  -1.431  -0.097  -3.635
C  -0.034  -1.250  -1.859
H  -2.303  0.071  -2.998
H  1.052  -2.486  -3.962
C  0.511  0.017  6.057
C  0.549  1.356  6.423
H  1.852  -2.172  0.772
H  -3.812  3.050  -2.171
N  -2.489  1.899  -0.995
C  0.741  2.006  4.122
H  0.484  1.626  7.469
O  -0.238  1.844  -1.071
H  -1.572  -4.732  0.854
H  -2.155  -2.651  -4.146
W  0.119  -0.021  -0.420
H  -1.893  -0.160  -0.737
H  0.423  -0.750  6.814
P  0.869  0.274  2.010
H  2.101  0.560  -2.601
C  0.437  -1.634  -4.255
H  0.822  2.781  3.368
C  -1.340  2.437  -1.349
C  -1.230  -1.615  2.119
H  0.741  -4.288  0.132
H  -2.392  -2.430  -2.411
C  0.667  2.350  5.461
N  2.533  0.068  1.745
H  -2.827  -3.026  2.138
C  -3.784  2.572  -1.198
H  3.168  0.010  2.529
C  3.091  0.292  0.503
H  -3.956  3.308  -0.414
C  0.708  0.659  3.749
H  -1.799  -0.191  -4.657
C  0.186  -3.538  0.680
C  -0.673  -1.360  -3.232
H  -2.072  3.955  -2.703
C  4.992  0.738  -0.874
H  -1.104  -3.486  -3.004
H  0.576  -1.382  4.436
H  -1.223  4.535  -1.270
H  -0.303  3.791  -2.581
C  0.106  -1.351  1.727
C  -1.637  -2.553  -3.191
H  0.529  -2.174  -1.659
C  0.594  -0.337  4.720
C  -2.490  0.659  -0.233
C  2.805  0.563  -1.782
C  -1.816  -2.819  1.812
H  1.089  -0.767  -4.381
N  2.265  0.300  -0.560
H  -0.004  -1.858  -5.227
H  5.096  0.465  1.251
C  4.136  0.786  -1.980
C  0.803  -2.321  1.002
C  -1.105  -3.784  1.086
C  -1.241  3.753  -2.035
H  -0.785  0.785  -3.599
H  -4.566  1.820  -1.165
H  -3.472  0.193  -0.293
H  -2.254  0.826  0.818
H  0.697  3.390  5.755

Charges per atom according to natural (NBO) partitioning, unit e: 0.23 0.25 0.25 -0.27 -0.61 -0.47 0.19 0.22 -0.19 -0.15 0.25 0.24 -0.36 -0.20 0.24 -0.67 0.25 0.23 1.03 0.22 0.24 1.11 0.22 -0.60 0.22 0.74 -0.21 0.24 0.20 -0.19 -0.89 0.24 -0.41 0.44 0.42 0.23 -0.34 0.24 -0.18 -0.10 0.25 -0.09 0.22 0.23 0.28 0.27 -0.36 -0.60 0.23 -0.21 -0.41 0.08 -0.19 0.20 -0.53 0.24 0.24 -0.26 -0.24 -0.15 -0.70 0.20 0.23 0.27 0.25 0.24

Here is a molecular structure, C26H34N6O5Ti in a non-equilibrium geometry from OMol25. Energies are from ωB97M-V/def2-TZVPD.

As for the total charge: 0. Its max |F| is 0.0195 hartree/bohr. The calculation puts the energy above the lowest of the compared OMol25 structures with the same formula, charge and spin at 0.282 eV. As for the lowest unoccupied orbital energy (alpha / beta): 0.591 / 0.588 eV. The HOMO-LUMO gap (alpha / beta) is 6.506 / 8.055 eV. The spin multiplicity is 3. Its energy is -69805.494 eV.

Atoms and positions in Å:
O  0.346  -1.666  4.901
O  -5.129  -0.831  -2.601
H  3.897  1.962  3.703
N  -4.303  -1.240  -1.895
Ti  -1.110  0.184  -1.630
H  5.861  -1.505  -0.547
C  1.942  0.761  -2.817
H  -3.838  2.457  1.594
C  1.231  0.311  -1.687
N  -1.277  -1.763  -2.745
C  0.270  -2.210  6.205
H  -0.336  -1.354  -5.811
H  -3.005  0.809  -4.070
H  5.816  -1.301  1.220
H  -0.576  -2.891  6.201
N  -0.780  -0.696  0.428
C  3.439  -0.301  -0.787
H  -0.657  1.073  -6.023
C  3.317  0.692  -2.948
C  -1.870  3.131  0.095
H  -2.469  -2.292  1.823
C  -3.518  1.427  1.663
H  -1.905  3.642  1.059
H  0.103  -1.427  6.950
H  -2.047  -2.138  -2.196
H  2.280  -0.756  6.579
H  -1.787  2.420  -2.834
H  -2.711  -1.312  -4.160
N  0.304  -0.643  2.496
C  -1.976  -0.349  1.127
C  -3.931  -0.819  2.442
C  -1.693  -1.702  -4.161
H  -4.555  -1.527  2.970
H  -0.444  2.166  -3.726
C  2.036  -0.218  -0.684
C  -2.156  1.332  -4.509
C  -4.295  0.510  2.372
C  -0.760  -0.798  -4.971
H  -2.833  3.235  -0.414
C  0.324  -0.655  1.120
C  1.306  -0.191  3.368
H  -0.554  -0.943  2.930
C  -2.764  -1.249  1.809
C  -1.421  0.468  -5.523
C  2.264  -0.332  5.586
C  -2.366  0.997  1.040
H  5.917  0.128  0.164
H  5.160  0.094  -2.012
C  5.499  -0.876  0.271
H  -1.076  3.562  -0.511
C  1.320  -0.744  4.660
C  4.085  0.152  -1.920
H  -1.735  -2.703  -4.599
N  -1.290  1.722  -3.378
H  0.082  -0.520  -4.332
O  4.088  -0.841  0.302
H  1.179  -2.762  6.457
O  -1.543  1.763  0.258
H  1.399  1.182  -3.661
H  2.188  1.256  2.069
O  -2.784  0.224  -1.759
C  3.203  0.633  5.234
H  -0.474  -2.375  -2.641
C  2.225  0.796  3.047
H  -5.203  0.850  2.852
C  3.181  1.197  3.973
H  -2.145  0.192  -6.295
H  3.942  0.945  5.960
H  -2.542  2.216  -5.028
N  1.554  -0.696  0.572
H  2.297  -0.915  1.218
H  3.806  1.051  -3.846

Charges per atom according to Löwdin partitioning, unit e: -0.08 -0.07 0.10 0.00 0.80 0.09 -0.18 0.11 -0.12 -0.05 -0.07 0.11 0.09 0.09 0.09 0.08 -0.23 0.11 -0.11 -0.06 0.12 -0.01 0.10 0.10 0.07 0.10 0.08 0.09 0.16 -0.24 -0.09 -0.23 0.10 0.08 -0.20 -0.25 -0.08 -0.18 0.10 -0.35 -0.16 0.13 -0.03 -0.19 -0.02 -0.24 0.10 0.10 -0.08 0.10 -0.22 -0.04 0.11 -0.03 0.08 -0.11 0.10 -0.15 0.06 0.12 -0.50 -0.09 0.10 -0.02 0.10 -0.09 0.11 0.10 0.11 0.14 0.12 0.10

Here is a molecular structure, C26H34N6PtSSeSi2 in a non-equilibrium geometry from OMol25. Energies are from ωB97M-V/def2-TZVPD.

As for the total charge: 0. Its max |F| is 0.0358 hartree/bohr. The calculation puts the energy above the lowest of the compared OMol25 structures with the same formula, charge and spin at 1.271 eV. As for the lowest unoccupied orbital energy: -0.766 eV. The HOMO-LUMO gap is 6.242 eV. Its energy is -131639.162 eV.

Atoms and positions in Å:
H  -1.409  -5.309  1.897
H  1.902  -3.704  -0.232
H  1.406  -4.782  3.767
H  -1.275  2.490  1.309
H  -1.282  6.578  -0.030
C  -0.122  2.901  -0.483
H  2.529  -4.621  1.135
C  6.927  -1.271  0.510
H  -0.027  -3.850  4.236
C  0.297  3.931  -1.429
H  -4.307  -2.861  0.529
C  0.817  -2.529  -2.998
C  0.349  -1.963  -1.826
H  -2.837  -3.476  -0.227
H  0.133  -5.979  1.352
H  5.017  -1.769  1.363
H  8.675  -0.600  -0.538
C  2.471  -1.174  -1.256
Si  -2.351  -1.744  1.527
H  7.488  -1.840  1.241
C  -0.939  5.564  -0.192
H  1.508  -3.020  3.958
C  -0.141  5.284  -1.243
H  2.574  -2.866  -4.181
H  -0.689  -2.038  -1.530
H  7.390  0.718  -2.192
C  -0.538  -5.116  1.265
C  -0.975  3.257  0.612
C  5.540  -1.236  0.579
H  -2.665  -0.577  3.700
Pt  0.537  -0.375  0.788
N  1.148  -1.317  -0.971
C  2.445  1.086  2.642
H  3.929  2.022  3.657
H  -3.331  -4.080  1.356
C  4.813  -0.510  -0.360
H  -4.180  -1.346  3.192
C  6.874  0.162  -1.419
N  0.324  1.684  -0.725
H  0.181  6.038  -1.949
H  4.922  0.783  -2.070
C  5.488  0.195  -1.355
C  7.594  -0.574  -0.489
N  3.295  0.775  1.681
N  2.687  0.173  0.647
C  -3.093  -1.474  3.237
H  -0.882  -5.065  0.227
Se  1.309  1.795  -2.206
H  -2.007  4.836  1.554
S  0.719  0.778  2.741
C  2.034  -3.683  0.855
C  0.871  -3.841  3.607
N  1.066  3.540  -2.418
H  2.710  -2.861  1.114
H  4.053  -1.650  -2.603
H  -2.878  -2.317  3.903
N  2.979  1.699  3.718
C  -3.279  -3.186  0.731
C  3.328  -0.448  -0.277
H  0.132  -3.051  -3.652
C  2.996  -1.742  -2.406
Si  0.409  -3.580  1.804
H  -2.736  -0.462  -0.591
C  -2.913  -0.283  0.476
H  -2.405  0.641  0.737
H  -0.404  -1.682  2.790
H  -3.996  -0.152  0.614
C  -0.505  -1.950  1.726
C  -1.361  4.546  0.736
H  2.375  2.063  4.432
C  2.164  -2.422  -3.284

Charges per atom according to Löwdin partitioning, unit e: 0.02 0.02 0.03 0.07 0.10 -0.37 0.04 -0.07 0.03 -0.39 0.03 -0.04 -0.11 0.02 0.03 0.11 0.10 -0.26 0.37 0.10 -0.07 0.03 -0.03 0.11 0.11 0.10 -0.19 -0.04 -0.02 0.03 0.76 -0.08 -0.79 0.10 0.02 -0.19 0.03 -0.08 -0.27 0.11 0.11 -0.04 -0.09 0.02 -0.09 -0.19 0.02 1.14 0.11 0.60 -0.18 -0.19 -0.23 0.01 0.12 0.03 0.07 -0.20 -0.23 0.11 0.00 0.39 0.02 -0.20 -0.01 -0.06 0.03 -0.56 -0.06 0.08 -0.04